1.
# C18H13F3N2O2S

The molecule C18H13F3N2O2S (wB97M-V/def2-TZVPD, the Open Molecules 2025 dataset).

Results
SMILES	O=C1NC(=S)NC(=O)C1[C@H](c1ccccc1)c1ccc(C(F)(F)F)cc1

Last column: Mulliken charge in e.
Atoms and positions in Å:
S  -2.57197  -4.13223  -3.18332  -0.32
F  4.60505  -1.10858  1.85503  -0.27
F  4.32863  0.06321  3.70198  -0.25
F  4.27070  1.05897  1.72961  -0.27
O  0.60703  -1.16754  -0.85873  -0.59
O  -3.95760  -0.12415  -0.77639  -0.57
N  -3.22868  -2.17952  -1.42528  -0.06
N  -0.98939  -2.56761  -1.65880  -0.05
C  0.23235  0.59835  1.95142  -0.22
C  -5.29435  0.96692  2.55548  -0.50
C  -0.58225  -1.44515  -0.91574  -0.05
C  0.54618  -1.78189  2.17624  -0.36
C  -2.89078  1.06490  2.29428  -0.17
C  -1.67760  -0.66516  -0.19067  0.72
C  -3.04161  -0.92498  -0.82377  -0.07
C  -0.28963  -0.69288  1.88869  0.33
C  2.41377  -0.29951  2.35102  0.36
C  -2.86250  -0.29761  2.00422  -0.06
C  -1.67664  -0.97775  1.29178  0.48
C  -4.11547  1.70928  2.52131  -0.78
C  -4.02367  -1.06135  2.21157  -0.19
C  1.90483  -1.59246  2.39524  -0.87
C  3.90126  -0.07404  2.40385  0.83
C  1.57510  0.79882  2.26970  -1.28
C  -2.25757  -2.93432  -2.05561  -0.04
C  -5.23900  -0.42808  2.47538  -0.56
H  -6.15028  -1.02629  2.54828  0.36
H  -4.15798  -2.34089  -1.80703  0.36
H  -6.26130  1.47122  2.63050  0.37
H  0.14053  -2.79743  2.14727  0.35
H  -1.98308  1.65333  2.31342  0.11
H  -0.24973  -3.05728  -2.15963  0.34
H  2.56944  -2.44156  2.53224  0.40
H  -0.35827  1.46965  1.66440  0.28
H  -4.13158  2.79263  2.61224  0.40
H  -1.45701  0.40176  -0.36564  0.41
H  1.97882  1.80873  2.35432  0.39
H  -1.84016  -2.06337  1.35967  0.67
H  -3.97157  -2.14978  2.12042  0.37

Cartesian forces, eV/Å:
0.2626 1.0665 1.1224
-0.5443 0.8317 0.5232
-0.0659 -0.0368 -1.0579
-0.2281 -0.9432 0.6876
-1.6986 -0.2960 -0.1353
1.0477 -0.9776 -0.1282
-0.3925 -0.2144 -0.6398
0.3060 -0.2668 -0.4740
0.2702 0.0958 0.0817
-0.0686 -0.0731 -0.0162
1.2889 -0.0572 -0.0660
-0.1207 0.1222 0.0701
-0.6472 0.2019 -0.1363
0.0759 0.4629 -1.8158
-0.9013 0.7632 0.1696
-0.0664 -0.2984 -0.4914
0.3874 -0.0495 0.3132
-0.0050 -0.4869 -0.0776
0.1179 -0.2404 1.9668
0.2455 -0.4801 -0.0491
0.0478 0.4276 -0.1380
-0.1968 0.0506 -0.2560
0.6301 0.0924 0.2549
-0.2761 0.0991 -0.4947
0.0626 0.0443 0.1095
0.1420 0.0145 -0.0850
0.2846 0.2352 0.0577
0.1267 0.1643 0.2119
0.3510 -0.1813 0.1163
0.1219 0.3393 0.0185
-0.3144 -0.0337 -0.1772
-0.0831 0.2228 0.2743
-0.1194 0.1616 -0.0752
0.2894 -0.3838 0.1851
-0.0517 -0.2045 0.1176
-0.1024 -0.3402 0.1822
-0.0948 -0.3136 -0.2205
0.0144 0.1541 0.1998
-0.0954 0.3273 -0.1283


2.
# C18H13F3O7

A cluster of 2 separate species, C18H13F3O7 in total (wB97M-V/def2-TZVPD, the Open Molecules 2025 dataset).

Results
SMILES	C#CC1=CC(=O)C=C(CCOCC(F)(F)F)C1=O.O=C1C=C(O)C(=O)C=C1O

Last column: Mulliken charge in e.
Atoms and positions in Å:
F  2.50666  -0.05486  -4.04291  -0.25
F  0.79969  -0.50417  -2.47207  -0.19
F  1.14823  -1.88452  -4.29192  -0.27
O  -4.40737  -0.92311  2.30412  -0.61
O  3.58786  -1.22993  -1.41235  -0.15
O  -2.84443  2.65701  -0.32635  -0.51
O  -5.42262  3.54942  -0.34976  -0.62
O  2.20300  -0.92725  2.65712  -0.55
O  -6.99914  -0.07791  2.20637  -0.56
O  2.74654  3.26828  -0.25835  -0.53
C  1.84301  -1.08398  -3.30251  0.72
C  -3.82808  1.96188  0.32015  0.14
C  4.23974  -2.10042  -0.42884  -0.58
C  -6.28263  1.75776  0.91982  -0.96
C  3.75336  -0.07591  0.99159  0.71
C  2.31446  -0.41791  1.52599  -0.01
C  -4.62251  0.09986  1.67380  0.84
C  -5.21274  2.50901  0.25233  0.81
C  4.87887  -1.23412  0.82200  -0.77
C  -0.99163  -1.77871  0.18831  -0.17
C  -6.01166  0.63177  1.58319  0.40
C  1.17867  1.49429  0.30977  -0.33
C  3.97226  1.29266  0.54720  -0.54
C  -0.35555  -0.72277  0.68013  -0.92
C  -3.55681  0.83787  0.98639  -0.43
C  0.99487  0.14595  0.82043  1.15
C  2.81515  -1.97303  -2.35687  -0.56
C  2.65927  2.18553  0.37426  0.24
H  -6.54974  -0.84579  2.61347  0.35
H  3.40550  -2.77714  -0.03206  0.39
H  0.28496  2.01124  -0.19854  0.42
H  -3.29247  3.42831  -0.72838  0.35
H  5.80252  -0.72711  0.38317  0.33
H  -7.28601  2.15601  0.84816  0.41
H  5.04690  -2.73764  -0.97403  0.35
H  -1.63073  -2.71805  0.00381  0.36
H  2.11051  -2.71451  -1.79660  0.26
H  -2.55545  0.43143  1.04496  0.34
H  3.49055  -2.63372  -3.02436  0.32
H  5.04033  -1.89929  1.72952  0.31
H  5.02668  1.62356  0.20985  0.30

Cartesian forces, eV/Å:
-1.8150 -2.5852 2.1753
2.8434 -1.2030 -2.4421
2.0147 1.8784 2.7655
-0.4251 0.2674 -0.1417
-0.0933 -0.4452 -0.1722
-1.3595 -0.2181 0.4379
0.3809 -0.3012 0.0991
0.4623 0.7430 -3.2130
1.3961 0.2469 -0.4033
-0.1186 -2.8957 2.6765
-1.1336 0.8731 -0.3292
1.2940 0.2468 -0.4358
-0.0687 -0.7483 0.2086
0.1241 0.2765 -0.1925
0.7867 3.1936 -1.3571
-0.8275 -0.2965 2.6015
0.8020 -0.2555 0.0143
-0.7312 0.2827 -0.0583
-2.0706 1.0469 -2.1569
2.9269 4.9168 3.1280
-1.3921 -0.3002 0.4351
-0.1212 -3.6392 1.7410
-1.6199 -3.7519 1.5426
-0.0209 -5.1098 -3.1014
-0.1073 -0.2266 0.2385
-0.0058 2.5712 -1.7380
-0.5431 -1.4533 -0.4451
-0.0385 0.7965 -4.1521
-0.1159 0.1534 -0.0588
1.2742 0.6355 -0.3174
1.8598 -0.4553 0.9427
0.1323 -0.1344 0.0678
-1.0771 -0.7372 1.1121
0.0397 -0.0116 0.0099
-1.2909 1.0167 1.0607
1.2304 2.2686 0.3943
0.9197 1.3241 -0.9885
-0.0920 0.0119 0.0007
-1.0283 1.2076 0.7399
-0.1928 1.0236 -1.2666
-2.1982 -0.2130 0.5782


3.
# C18H13F6NO2

A cluster of 2 separate species, C18H13F6NO2 in total (wB97M-V/def2-TZVPD, the Open Molecules 2025 dataset).

Last column: Mulliken charge in e.
Atoms and positions in Å:
F  -2.40325  6.17095  -1.91220  -0.24
F  7.61119  0.52713  -2.63109  -0.25
F  8.31474  0.42825  -0.54974  -0.26
F  8.48643  2.30923  -1.68313  -0.24
F  -3.50439  4.61492  -0.80892  -0.26
F  -2.77043  4.21150  -2.84263  -0.25
O  0.27859  -1.47462  2.47663  -0.37
O  0.08142  0.67343  3.16175  -0.65
N  1.94939  -0.01336  1.90610  -0.19
C  -0.05147  4.21481  -1.93647  -0.97
C  3.72995  2.38619  -0.07367  0.90
C  4.80894  2.12539  0.83058  -0.65
C  -1.04856  3.97859  0.26326  -0.84
C  6.30794  1.64186  -0.97548  0.41
C  7.66907  1.22546  -1.45582  0.84
C  4.01320  2.20990  -1.46156  -0.32
C  1.21365  -2.19887  1.68636  -0.30
C  5.29761  1.89546  -1.89871  -0.89
C  6.07895  1.76847  0.39767  -0.87
C  -2.45233  4.81973  -1.65410  0.87
C  0.14830  3.44830  0.72847  -0.66
C  -1.15337  4.31411  -1.09059  0.51
C  0.75212  -0.15018  2.55963  0.40
C  1.18257  3.80608  -1.44170  -0.40
C  2.46239  2.72075  0.49418  -0.26
C  1.30892  3.31486  -0.10088  0.86
C  2.36051  -1.27009  1.34986  -0.40
H  2.06065  3.86212  -2.08428  0.56
H  0.21036  3.07859  1.75244  0.31
H  3.19886  2.28792  -2.18015  0.49
H  6.87617  1.59668  1.11468  0.42
H  4.61256  2.22011  1.89805  0.38
H  -1.88739  4.10796  0.93985  0.46
H  3.26479  -1.70081  1.81406  0.22
H  0.75279  -2.49917  0.73817  0.24
H  2.49326  -1.22420  0.25532  0.18
H  -0.15076  4.47405  -2.99304  0.39
H  5.50369  1.83540  -2.96869  0.42
H  2.35864  2.46695  1.55295  0.16
H  1.63028  -3.02229  2.27218  0.27

Cartesian forces, eV/Å:
0.0379 -1.3020 0.2746
-0.0015 0.6522 1.0343
-0.6386 0.7845 -0.8043
-0.8207 -0.9882 0.2430
1.0133 0.1979 -0.7390
0.4197 0.5345 1.1170
0.5501 0.4158 -0.1677
0.4170 0.0349 -0.4032
-0.2160 1.3785 0.5776
0.6691 0.0109 -0.1284
1.2431 -0.6753 -0.3853
-0.4809 0.1856 -0.0049
0.3020 -0.0415 -0.3487
-0.0705 0.1209 0.3473
1.3846 -0.3300 -0.4976
-0.1213 0.2795 0.4350
-0.2938 -0.6311 -0.2238
-0.4954 0.0230 -0.1045
-0.4593 0.1620 -0.2501
-1.3414 0.5403 -0.5529
0.5053 -0.2820 0.0571
0.0485 -0.1904 0.5130
0.5720 -0.3756 -0.6925
0.0242 -0.3510 0.2877
-0.3710 -0.5354 0.2587
-1.1225 0.5684 -0.3565
-0.2661 0.1985 0.1655
-0.3751 -0.0465 0.1298
-0.0482 0.0347 -0.1457
0.3794 -0.0347 0.1180
-0.1663 -0.0677 -0.1501
0.0341 -0.0755 -0.2323
0.1078 -0.1326 -0.1727
0.1466 0.6074 -0.2656
-0.2794 -0.4898 0.4731
0.2788 0.1046 0.2462
0.0559 0.0469 0.3921
-0.0884 -0.1748 0.3628
0.0788 0.1479 -0.1855
-0.6117 -0.3045 -0.2216


4.
# C18H13F8NOPPdSSe2Te

A structure of composition C18H13F8NOPPdSSe2Te (wB97M-V/def2-TZVPD, the Open Molecules 2025 dataset).

Results
charge	-1

Last column: Mulliken charge in e.
Atoms and positions in Å:
Te  -4.74980  -1.63350  -0.84257  2.07
Pd  -0.77830  1.23813  0.04542  0.08
Se  -0.85422  -1.25017  0.17625  -0.04
Se  1.68418  1.10491  -0.18528  -0.35
S  -2.96764  1.96924  0.56408  -0.35
P  1.29132  -1.00802  0.05816  0.30
F  -4.19658  5.83537  1.80537  -0.27
F  -4.92212  4.17967  0.61707  -0.23
F  -3.67458  -2.88327  0.08710  -0.50
F  -4.31500  -2.50680  -2.45573  -0.46
F  -4.50753  6.08550  -0.31659  -0.27
F  -6.03689  -2.99597  -0.71748  -0.41
F  -5.49406  -1.09610  0.80184  -0.47
F  -6.12002  -0.71281  -1.74319  -0.45
O  -3.51155  -0.36967  -0.92526  -0.81
N  -0.89222  3.25876  -0.00368  -0.32
C  -1.73863  5.83392  0.15769  -0.35
C  -0.02396  4.23864  -0.19734  -0.16
C  2.29197  -3.12701  3.39687  -0.63
C  2.19928  -1.65573  1.49680  0.88
C  1.82814  -3.72846  -2.94047  -0.63
C  4.17790  -1.73475  2.86287  -0.66
C  -4.07198  5.19974  0.61259  0.68
C  3.81072  -2.37106  -2.85335  -0.65
C  -2.19389  3.47802  0.30730  1.00
C  1.59915  -2.60835  2.31141  -0.43
C  3.48853  -1.21437  1.77969  -0.28
C  1.27598  -2.99490  -1.89857  -0.41
C  3.26236  -1.63633  -1.81549  -0.36
C  -0.40179  5.56455  -0.10773  -1.01
C  -2.64746  4.81152  0.35107  -0.07
C  3.57975  -2.69282  3.67173  -0.38
C  3.09330  -3.42003  -3.41537  -0.38
C  1.99612  -1.95147  -1.33004  0.93
H  0.58385  -2.92526  2.10556  0.30
H  4.79318  -2.11933  -3.23224  0.36
H  3.51723  -3.98701  -4.23466  0.36
H  -2.08540  6.85893  0.20874  0.42
H  0.32103  6.35405  -0.24707  0.37
H  3.80851  -0.79886  -1.39719  0.22
H  1.81807  -3.86344  4.03296  0.38
H  5.17875  -1.38554  3.08299  0.37
H  0.99136  3.94382  -0.43349  0.37
H  4.11463  -3.09014  4.52522  0.37
H  1.25886  -4.53312  -3.38730  0.38
H  3.94315  -0.44563  1.16617  0.24
H  0.27626  -3.21484  -1.54484  0.27

Cartesian forces, eV/Å:
-0.1201 -0.2282 0.0901
-0.1505 0.1420 0.2293
0.0159 0.4508 -0.0515
0.1421 -0.0231 -0.1161
0.0727 -0.1041 -0.2234
-0.0150 -0.3151 -0.0103
-0.0031 -0.0196 -0.0231
0.0127 0.0201 -0.0049
-0.0320 -0.0314 -0.0072
0.0144 0.0030 -0.0041
0.0045 -0.0047 0.0214
-0.0193 -0.0053 -0.0153
-0.0109 0.0052 0.0053
-0.0047 0.0122 -0.0136
0.0591 -0.0539 -0.0836
0.1351 0.1105 0.0896
0.0024 0.0019 -0.0392
-0.0552 0.0468 -0.0457
-0.0009 -0.0069 -0.0070
-0.0465 0.0189 0.0460
-0.0030 -0.0043 0.0084
0.0014 -0.0095 -0.0051
0.0027 0.0026 0.0751
0.0018 -0.0042 0.0048
-0.0192 -0.0038 0.1101
0.0188 -0.0145 -0.0046
0.0075 -0.0037 -0.0002
0.0162 -0.0005 -0.0029
0.0054 -0.0049 0.0037
0.0068 -0.0019 0.0039
-0.0133 0.0057 -0.0165
-0.0013 0.0056 0.0068
-0.0021 0.0022 -0.0064
-0.0010 0.0026 -0.0103
-0.0027 0.0064 0.0040
-0.0016 0.0028 -0.0017
0.0026 -0.0033 0.0043
-0.0010 -0.0008 0.0011
-0.0109 0.0037 -0.0294
-0.0008 -0.0004 0.0031
-0.0002 0.0013 0.0008
-0.0016 0.0037 0.0021
0.0003 -0.0060 0.0213
0.0040 -0.0064 -0.0059
0.0007 0.0000 -0.0007
-0.0055 0.0039 0.0006
-0.0049 0.0044 -0.0033


| no. | gap between HOMO and LUMO (eV) | calculated total energy (eV) |
| --- | --- | --- |
| 1 | 8.84 | -44941.4235 |
| 2 | 8.16 | -41352.6369 |
| 3 | 3.91 | -40764.7030 |
| 4 | 7.50 | -205750.3329 |